[1]
DFT (wB97M-V/def2-TZVPD) results for a molecular structure, C26H18ClN3NiO6.

Element x y z (Å)
Ni 0.0445 -0.1512 -0.1914
Cl -1.3192 -7.3246 -0.6014
O -0.0994 -1.4656 1.3929
O 6.2804 2.2774 3.5638
O 1.9836 -0.5790 -0.4685
O -0.6075 -1.5704 -1.4649
O 5.2323 3.9960 4.4752
O 3.8087 0.0829 -1.6000
N 0.4592 1.1735 -1.7796
N -1.9352 0.4979 0.1338
N 0.3056 1.4335 1.2908
C 2.8976 3.5144 2.9538
C 2.2841 1.8732 -3.1345
C 3.9110 2.5753 3.1080
C -0.3377 -2.6731 1.2697
C 1.7469 1.0909 -2.1240
C -0.7986 1.8868 1.7051
C 5.1851 3.0454 3.7479
C -0.6258 -3.4077 0.0782
C 2.5214 0.8971 2.0688
C 2.6165 0.1055 -1.3391
C 0.1222 2.8465 -3.4373
C -0.8148 -4.8025 0.2497
C -1.0816 -5.6082 -0.8103
C -0.7238 -2.8184 -1.2218
C -0.3340 2.0323 -2.4196
C -3.0050 0.0974 -0.5394
C -4.3760 1.7126 0.5642
C -2.0548 1.4888 1.0199
C 3.7136 1.2725 2.6676
C 1.5177 1.8416 1.9276
C -3.2523 2.1232 1.2746
C 1.7058 3.1525 2.3536
C -4.2519 0.6872 -0.3526
C -0.9944 -3.7156 -2.3015
C -1.1670 -5.0530 -2.1036
C 1.4605 2.7613 -3.8004
H -5.3319 2.1908 0.7314
H -5.1017 0.3360 -0.9205
H -2.8339 -0.7106 -1.2406
H -1.3716 2.0567 -2.1057
H -0.5566 3.5266 -3.9324
H -1.0492 -3.2870 -3.2936
H -0.8705 2.5571 2.5636
H -0.7414 -5.2243 1.2454
H 3.0685 4.5267 3.2926
H 4.4771 0.5126 2.7902
H 6.1074 1.5971 2.9005
H -1.3679 -5.7070 -2.9427
H 0.9410 3.9001 2.1825
H 1.8523 3.3846 -4.5941
H 2.3744 -0.1057 1.6926
H 3.3342 1.7560 -3.3597
H -0.3324 -3.2733 2.1919
H -3.3040 2.9184 2.0064

Summary:
2S+1: 3
Calculated total energy: -97578.0487 eV
LUMO (spin up / spin down): -1.26 / -1.25 eV
HOMO-LUMO gap (spin up / spin down): 6.50 / 6.49 eV
Highest occupied orbital energy (spin up / spin down): -0.285 / -0.284 hartree

These are the Löwdin partial charges, in e, on atoms 1 to 5: 0.60, 0.63, -0.03, 0.12, -0.08


[2]
DFT (wB97M-V/def2-TZVPD) results for a molecular structure, C26H18CsF6N2OS3Sb.

Element x y z (Å)
Cs 1.8009 0.8874 1.2440
Sb -1.9884 -0.6428 -0.2469
S 0.9406 3.9004 3.1941
S -0.8140 -1.6781 1.4163
S 2.6090 1.4745 4.8641
F 6.6711 -0.0300 -2.4245
F 5.5833 3.1803 0.0463
F 6.8199 2.5535 -1.6156
F 4.6515 0.4776 -3.0007
F 4.7193 2.9632 -1.9191
F 5.0132 -1.2098 -1.7005
O 3.9779 0.8703 -0.2329
N 2.7843 3.3969 7.9626
N 0.8970 6.1703 6.0530
C 6.2891 0.4549 0.3282
C -4.6184 -4.2756 -2.3675
C -3.9035 -1.9808 -2.3104
C 5.2228 0.9383 -0.6832
C 2.1469 2.9543 5.4801
C 1.6722 -0.8423 -3.7215
C 0.8435 0.2675 -3.6740
C -5.8123 1.4143 1.1685
C -3.1167 -2.2304 -1.1884
C -6.2781 0.6117 2.2000
C 0.4494 -1.8325 -1.8975
C -0.3876 -0.7225 -1.8507
C -3.9070 -0.0401 0.8854
C 1.4729 -1.8930 -2.8338
C -3.8358 -4.5364 -1.2510
C -0.1862 0.3238 -2.7390
C 5.3923 0.0558 -1.9617
C -4.6502 -2.9923 -2.8993
C 1.4501 3.9701 4.7810
C -3.0895 -3.5191 -0.6675
C 2.4944 3.2160 6.8630
C -5.5541 -0.5137 2.5790
C -4.3712 -0.8360 1.9260
C 5.5860 2.4061 -1.0585
C -4.6277 1.0852 0.5155
C 1.1458 5.1893 5.5038
H -3.8080 -5.5379 -0.8359
H 6.1613 1.0253 1.2466
H 0.3183 -2.6319 -1.1756
H -5.2004 -5.0684 -2.8234
H 6.0944 -0.5946 0.5457
H 2.1387 -2.7482 -2.8526
H -7.1975 0.8668 2.7144
H -3.7917 -1.6999 2.2367
H 2.4967 -0.8734 -4.4227
H -0.8261 1.2008 -2.6944
H 7.3103 0.5703 -0.0388
H -2.4704 -3.7137 0.2042
H -4.2633 1.7195 -0.2879
H -6.3684 2.2995 0.8791
H -3.9360 -0.9812 -2.7343
H -5.2574 -2.7822 -3.7728
H 1.0176 1.0991 -4.3474
H -5.9108 -1.1365 3.3924

Summary:
Charge: -2
Calculated total energy: -88179.5686 eV
LUMO (spin up / spin down): 3.68 / 2.79 eV
HOMO-LUMO gap (spin up / spin down): 6.77 / 4.83 eV
Highest occupied orbital energy (spin up / spin down): -0.113 / -0.075 hartree

These are the Löwdin partial charges, in e, on atoms 1 to 5: 0.81, 1.06, 0.59, -0.19, 0.60


[3]
DFT (wB97M-V/def2-TZVPD) results for a molecular structure, C26H18F3NO7PPbS at a distorted geometry.

Element x y z (Å)
Pb 0.0004 -1.8062 0.0252
S 2.5759 -1.5907 1.4156
P 0.2122 0.6386 1.0552
F 2.3874 -4.2593 -0.7976
F 2.3867 -5.1461 -2.7504
F 0.9887 -5.8054 -1.2622
O 0.7381 -3.7766 -2.1403
O 3.7625 -2.3233 1.6730
O 1.3084 -2.1623 1.9685
O -2.3279 1.3598 -2.8034
O -1.6720 0.2121 -1.0107
O -0.2017 -5.2087 -3.6187
O 2.2887 -1.3264 -0.0464
N -1.1352 -1.9251 -2.7000
C 1.7235 0.9600 2.0372
C -0.7819 0.2707 3.5853
C 1.4271 2.8845 -2.0444
C -1.1217 -3.0308 -3.4339
C 1.8454 2.1888 2.6862
C 2.7273 0.0172 2.1925
C -1.9625 0.2553 -2.1891
C -2.4046 1.0975 2.0069
C -1.9700 -3.2298 -4.5278
C -2.8397 -2.2146 -4.8909
C -2.8229 -1.0381 -4.1591
C -3.0740 0.5181 4.2404
C -1.7703 0.1614 4.5440
C 1.6182 -4.7457 -1.7538
C 2.9403 2.4522 3.4896
C 0.2811 2.0492 -0.0979
C -0.5040 3.1925 -0.0577
C -3.3887 0.9856 2.9741
C -0.1850 -4.1358 -3.1106
C 3.8163 0.2723 3.0063
C -1.9655 -0.9526 -3.0623
C -0.3270 4.1728 -1.0248
C 3.9226 1.4901 3.6589
C -1.0919 0.7563 2.3161
C 1.2484 1.8987 -1.0932
C 0.6267 4.0181 -2.0193
H -3.5146 -2.3381 -5.7240
H 1.0697 2.9276 2.5557
H 2.1945 2.7757 -2.7963
H -2.2611 2.1407 -2.2244
H 0.7578 4.7848 -2.7663
H -1.2318 3.3312 0.7297
H -4.4058 1.2583 2.7396
H 0.2330 -0.0173 3.8176
H -3.8477 0.4239 4.9855
H 4.7709 1.6878 4.2964
H -1.9310 -4.1698 -5.0546
H -2.6482 1.4482 1.0157
H 4.5609 -0.4974 3.1222
H 3.0223 3.4050 3.9901
H -1.5233 -0.2056 5.5275
H -3.4625 -0.2079 -4.4145
H 1.8637 1.0082 -1.0943
H -0.9263 5.0705 -0.9860

Summary:
Charge: +1
Calculated total energy: -76597.6185 eV
LUMO: -3.53 eV
HOMO-LUMO gap: 8.13 eV
Highest occupied orbital energy: -0.429 hartree

These are the Löwdin partial charges, in e, on atoms 1 to 5: 1.45, 0.48, 1.00, 0.19, 0.22


[4]
DFT (wB97M-V/def2-TZVPD) results for a single C26H19BF5NO3 molecule.

Element x y z (Å)
F 6.4827 0.7180 -1.3789
F 6.4965 -1.3052 -2.1246
F 1.9931 -2.7907 -1.5333
F 1.3135 -2.6803 -3.5904
F 6.9113 0.3413 -3.4491
O -1.1432 -0.6894 4.3591
O -0.9079 1.0980 1.3668
O -4.7288 -0.3024 -1.5296
N 1.3917 1.9051 -0.4049
C -3.1227 0.0356 2.9401
C -0.0382 -0.7925 -0.7217
C 1.8915 0.7913 -0.0909
C 2.8750 1.3914 -3.5901
C 1.4617 -1.9384 -2.4635
C 4.6793 0.0642 -2.7397
C -2.4444 -0.7611 -1.1704
C -4.3860 -0.2299 3.4799
C -2.9624 -0.0169 1.5568
C 3.7972 -0.9730 -2.4812
C -0.9901 -1.7715 -2.7458
C 1.9885 0.3557 -3.3267
C -5.2822 -0.6031 1.2752
C -3.8362 -0.4347 -0.7416
C -0.1962 2.2219 4.1880
C -1.6730 0.2808 0.9135
C -5.4592 -0.5363 2.6496
C 2.4430 -0.8274 -2.7574
C -4.0373 -0.3475 0.7241
C 1.1485 -0.5056 0.1808
C -1.3496 -0.4454 -0.3598
C -1.6371 1.7966 4.5600
C -2.2785 -1.4123 -2.3774
C 4.2221 1.2627 -3.2824
C 6.1478 -0.0469 -2.4250
C 0.1052 -1.4651 -1.9508
B -1.9437 0.3757 3.9593
H -3.1271 -1.6570 -2.9934
H 1.8374 -1.3410 0.1166
H 2.5092 2.3121 -4.0154
H 0.3738 1.8206 -0.4522
H -0.1970 2.7439 3.2393
H -6.4217 -0.7169 3.1023
H 0.2393 2.8530 4.9562
H 4.8869 2.0927 -3.4664
H -0.8633 -2.2877 -3.6821
H -4.5314 -0.1767 4.5488
H 4.1767 -1.8862 -2.0480
H 0.9482 0.5051 -3.5752
H -2.3422 2.5399 4.1930
H 0.7825 -0.4573 1.2026
H -6.1312 -0.8545 0.6578
H 0.4416 1.3470 4.0765
H -0.7478 -1.1052 3.5853
H -1.7413 1.7667 5.6460
H 2.9753 0.7388 -0.0096

Summary:
Calculated total energy: -49169.0904 eV
LUMO: -1.18 eV
HOMO-LUMO gap: 8.62 eV
SMILES string: [H]/N=C\Cc1c(C(F)(F)c2cccc(C(F)(F)F)c2)ccc2c1C(=O)c1c(B(O)CC)cccc1C2=O
Highest occupied orbital energy: -0.360 hartree

These are the Löwdin partial charges, in e, on atoms 1 to 5: 0.15, 0.14, 0.08, 0.10, 0.15


[5]
DFT (wB97M-V/def2-TZVPD) results for a molecular structure, C26H19Br2Cl2FeNO5P at a distorted geometry.

Element x y z (Å)
Br 0.0353 2.5750 -5.8755
Br 3.5218 -0.0842 -2.3756
Fe -0.6346 -1.5703 -0.1734
Cl -2.3836 -6.1533 0.4397
Cl 0.5430 -6.2435 0.3256
P 0.4361 -0.0706 1.6921
O -0.0646 -3.1557 1.1861
O -2.0728 -0.6599 0.7039
O -1.3620 -3.5327 -0.5445
O -3.3322 0.6355 2.0427
O 0.8487 -1.1464 -1.2920
N -1.6318 -0.7079 -2.0519
C 0.2720 1.3987 -4.4298
C 2.1828 -1.0842 3.5792
C 3.0801 -1.0116 4.6393
C 2.1488 2.6105 -0.8703
C -2.2052 1.1151 -4.0901
C 2.2046 1.3210 3.3915
C 0.7043 -0.3487 -2.2798
C 1.7321 0.0821 2.9596
C -0.7777 -3.9249 0.4930
C -2.9036 -0.4726 -2.4061
C -4.0474 -1.2142 -1.7650
C -2.2694 0.1106 1.7656
C -0.3473 2.2839 0.3131
C 3.1040 1.3890 4.4482
C -0.8613 0.8403 -3.7711
C -3.1976 0.4775 -3.4124
C -0.1389 3.3112 -0.6091
C 1.1028 3.4676 -1.2119
C 0.6926 1.4128 0.6486
C -0.6390 -0.0449 -2.7186
C -1.0526 0.3154 2.6373
C -0.8859 -5.3726 0.9537
C 1.7759 0.2506 -2.9630
C 1.9421 1.5891 0.0477
C 3.5348 0.2236 5.0775
C 1.5552 1.1021 -4.0427
H -3.7427 -2.1968 -1.4240
H -4.2378 0.6671 -3.6559
H 3.4247 -1.9210 5.1209
H -2.4367 1.8141 -4.8864
H 2.3971 1.5277 -4.5679
H 4.2229 0.2827 5.9142
H 3.1247 2.7308 -1.3326
H 2.7599 0.9150 0.2963
H -4.8767 -1.3006 -2.4746
H 3.4660 2.3541 4.7849
H -4.4090 -0.6772 -0.8844
H -1.0241 1.3076 3.0692
H -0.8314 -5.4129 2.0243
H 1.8286 -2.0494 3.2252
H -0.9562 3.9845 -0.8584
H 1.2621 4.2641 -1.9342
H -1.1206 -0.4068 3.4503
H -1.3298 2.1721 0.7668
H 1.8700 2.2311 2.9044

Summary:
2S+1: 6
Calculated total energy: -247807.0181 eV
LUMO (spin up / spin down): -0.30 / -1.57 eV
HOMO-LUMO gap (spin up / spin down): 7.67 / 6.44 eV
Highest occupied orbital energy (spin up / spin down): -0.293 / -0.294 hartree

These are the Löwdin partial charges, in e, on atoms 1 to 5: 0.79, 0.85, 1.03, 0.62, 0.61


[6]
DFT (wB97M-V/def2-TZVPD) results for a molecular structure, C26H19ClN4O2PdS2.

Element x y z (Å)
Pd -0.7607 -0.3802 0.6671
Cl 1.3204 5.4423 -1.2032
S -2.4336 -1.8220 1.0292
S -1.0704 -1.2402 -3.9961
O -0.5056 -0.3455 4.7204
O -0.5087 0.0194 2.5558
N 2.3977 -2.2711 -2.2643
N -0.9149 -0.7620 -1.2635
N 1.4624 -4.1051 -3.4532
N 1.3875 0.1244 0.4074
C -2.5481 -0.7740 3.6231
C -4.6175 -0.8318 4.8788
C 2.1730 0.2798 1.4833
C -3.2080 -1.3267 2.5251
C -2.3044 1.0214 0.4701
C 3.8429 0.3636 -2.3889
C -0.9743 -0.9917 -2.4099
C -1.2567 2.4142 -1.2933
C 0.0587 3.9286 0.6375
C 3.6168 -0.4859 -3.3923
C 2.8394 -1.7410 -3.4088
C -0.4105 3.4316 -1.6881
C -1.4643 2.1396 0.0661
C 1.7297 -3.4125 -2.3509
C -5.2719 -1.3783 3.7799
C -1.0912 -0.3862 3.6581
C -0.7895 2.9097 1.0210
C -4.5724 -1.6124 2.6104
C 1.9042 -3.5704 -4.5861
C 4.0949 0.5269 0.0922
C 1.9287 0.1653 -0.8075
C 2.6074 -2.3800 -4.6199
C 0.2436 4.1769 -0.7161
C -3.2696 -0.5355 4.7923
C 3.5309 0.4905 1.3593
C 3.2904 0.3397 -1.0213
H 1.2561 0.0519 -1.6424
H 1.6865 -4.1152 -5.4979
H -2.7091 1.0709 1.4754
H -6.3272 -1.6124 3.8280
H 4.0925 -0.2570 -4.3397
H 1.3722 -3.8326 -1.4169
H 2.9577 -1.9604 -5.5529
H 5.1600 0.6842 -0.0289
H -5.1572 -0.6353 5.7954
H 4.5179 1.1891 -2.5935
H -5.0758 -2.0272 1.7461
H -0.9182 2.6820 2.0730
H -2.9746 0.6266 -0.2805
H 1.6764 0.2378 2.4435
H 4.1342 0.6176 2.2467
H -1.7544 1.8087 -2.0405
H -2.7323 -0.1204 5.6335
H -0.2447 3.6476 -2.7340
H 0.5836 4.5228 1.3719

Summary:
Calculated total energy: -74998.4290 eV
LUMO: -1.76 eV
HOMO-LUMO gap: 6.61 eV
Highest occupied orbital energy: -0.307 hartree

These are the Löwdin partial charges, in e, on atoms 1 to 5: 0.88, 0.69, 0.76, 0.56, 0.08